Record 1
Density functional theory data (wB97M-V/def2-TZVPD) for C4H8BeO as an isolated structure in a non-equilibrium geometry.

Each line ends with the Löwdin charge.
Atoms and positions in Å:
C 0.15 1.21 0.57  -0.154
O 0.43 -0.27 -1.90  -0.382
H 1.15 -0.79 0.61  0.123
Be 1.67 -0.56 -2.34  0.346
H 0.55 2.01 1.20  0.093
C -0.59 0.13 1.45  -0.164
H -1.39 -0.77 -1.09  0.133
H 0.88 1.18 -0.56  0.136
H -0.19 0.05 2.46  0.107
C 0.10 -0.55 0.39  -0.255
H -0.59 1.30 -0.24  0.079
H -1.67 0.17 1.35  0.108
C -0.31 -0.99 -0.98  -0.296
H -0.20 -2.10 -0.92  0.126

- HOMO level (spin up / spin down): -7.1 / -5.0 eV
- Energy relative to the best compared isomer or geometry (same formula, charge and spin): 24.3 kJ/mol
- Net charge: 0
- Frontier orbital gap (spin up / spin down): 7.7 / 4.2 eV



Record 2
Density functional theory data (wB97M-V/def2-TZVPD) for a 2-piece molecular cluster, C4H8Br2ClN overall in a non-equilibrium geometry.

Each line ends with the Löwdin charge.
Atoms and positions in Å:
Br 2.23 0.93 2.03  0.593
C 0.86 1.39 0.71  -0.672
H 1.74 -1.19 -1.07  0.095
Br -1.31 1.88 -1.49  0.643
N 0.98 -1.77 -0.76  0.010
H 1.21 1.00 -0.24  0.023
H 1.04 -2.11 0.19  0.087
Cl -1.46 -2.70 -0.85  0.620
H -0.33 -1.13 -2.26  0.061
H -2.33 0.17 0.03  0.026
H 0.82 2.47 0.66  0.049
H -1.00 1.45 1.79  0.112
C -0.26 -1.54 -1.26  -0.685
H -0.37 -0.18 1.58  0.088
C -1.33 0.54 -0.14  -0.640
C -0.49 0.79 1.08  -0.411

- HOMO level (spin up / spin down): -7.8 / -7.2 eV
- Energy relative to the best compared isomer or geometry (same formula, charge and spin): 204.7 kJ/mol
- Net charge: 0
- Frontier orbital gap (spin up / spin down): 8.4 / 7.5 eV



Record 3
Density functional theory data (wB97M-V/def2-TZVPD) for C4H8Br2O4S2 as an isolated structure in a non-equilibrium geometry.

Each line ends with the Löwdin charge.
Atoms and positions in Å:
S -0.19 -1.20 -0.12  0.526
Br 3.99 0.09 -0.23  0.732
H 0.00 -3.14 1.18  0.073
O 0.22 -1.85 -1.33  -0.311
C 0.61 0.38 -0.08  -0.953
H 2.41 -0.87 -1.94  0.005
C 0.46 -2.17 1.26  -0.153
C 2.81 0.07 -1.61  -0.455
C -1.66 2.11 -0.08  -0.124
H 1.54 -2.25 1.16  0.059
S -0.21 1.62 -1.03  0.489
H -1.34 2.70 0.77  0.060
O 0.69 2.73 -1.13  -0.337
O -1.59 -0.95 0.10  -0.320
H -2.19 1.21 0.21  0.048
H 2.64 0.98 -2.14  0.014
H 0.19 -1.70 2.20  0.045
O -0.61 0.98 -2.25  -0.296
Br 1.28 0.96 1.53  0.824
H -2.28 2.71 -0.74  0.074

- HOMO level (spin up / spin down): -9.4 / -8.9 eV
- Energy relative to the best compared isomer or geometry (same formula, charge and spin): 94.5 kJ/mol
- Net charge: 0
- Frontier orbital gap (spin up / spin down): 8.4 / 6.9 eV



Record 4
Density functional theory data (wB97M-V/def2-TZVPD) for a 2-piece molecular cluster, C4H8BrClN overall in a non-equilibrium geometry.

Each line ends with the Löwdin charge.
Atoms and positions in Å:
Cl 4.30 -0.96 0.22  0.550
H -1.13 0.36 1.94  0.156
C 1.77 -0.97 -0.80  0.030
H -2.67 -0.40 -0.18  0.086
Br 0.13 2.29 -0.41  0.783
H 0.25 -0.26 1.70  0.143
C 2.61 -0.31 -0.12  -0.612
C -2.11 0.38 -0.71  -0.128
H -2.22 0.20 -1.87  0.146
C -0.67 0.54 -0.22  -0.617
H -2.57 1.34 -0.49  0.072
H -1.04 -0.93 0.96  0.100
H 2.41 0.61 0.34  -0.002
H 1.56 -1.78 -1.59  0.104
N -0.61 -0.11 1.22  0.190

- HOMO level (spin up / spin down): -13.6 / -12.9 eV
- Energy relative to the best compared isomer or geometry (same formula, charge and spin): 479.1 kJ/mol
- Net charge: +1
- Frontier orbital gap (spin up / spin down): 8.9 / 7.4 eV



Record 5
Density functional theory data (wB97M-V/def2-TZVPD) for C4H8BrClNO3S as an isolated structure in a non-equilibrium geometry.

Each line ends with the Löwdin charge.
Atoms and positions in Å:
C -0.51 -0.32 -1.52  -0.090
C -1.45 -0.39 0.87  -0.139
Br 2.04 1.47 -0.59  0.752
H -2.49 -0.36 0.55  0.083
O 1.12 -2.30 1.07  -0.399
H -0.92 -1.34 0.93  0.064
O 3.16 -0.87 1.15  -0.437
H 1.00 0.70 1.71  0.106
H -0.46 0.55 -2.36  0.110
H 0.43 -0.90 -1.80  0.060
H -1.36 -1.02 -1.77  0.079
Cl -1.63 2.49 1.17  0.566
H -1.39 0.13 1.89  0.062
N -1.30 1.67 -0.31  -0.428
H -0.70 2.40 -0.76  0.038
O 2.18 -1.40 -1.03  -0.427
C 1.06 0.41 0.57  -0.708
S 1.94 -1.26 0.37  0.356
C -0.71 0.35 -0.16  -0.648

- HOMO level: -5.2 eV
- Energy relative to the best compared isomer or geometry (same formula, charge and spin): 0.0 kJ/mol
- Net charge: -1
- Frontier orbital gap: 8.2 eV



Record 6
Density functional theory data (wB97M-V/def2-TZVPD) for an isolated ion of composition C4H8BrN2 and charge +1 in a non-equilibrium geometry.

Each line ends with the Löwdin charge.
Atoms and positions in Å:
H -0.01 -0.97 -0.97  0.182
C -1.60 -1.18 0.11  0.018
H -0.56 0.71 1.35  0.172
C 0.10 0.65 0.47  -0.169
H -1.76 -1.79 -0.74  0.094
H -1.07 -1.89 0.81  0.148
C -0.64 0.99 -0.78  0.039
H -1.43 1.68 -0.59  0.145
H -2.55 -0.80 0.46  0.129
Br 4.06 -0.32 -0.05  0.715
C 1.60 0.78 0.63  -0.168
N -0.49 -0.38 -0.32  -0.099
H 0.11 1.18 -1.55  0.147
H 2.05 1.48 1.22  0.089
N 2.21 -0.12 -0.05  -0.442

- HOMO level: -13.7 eV
- Energy relative to the best compared isomer or geometry (same formula, charge and spin): 405.9 kJ/mol
- Net charge: +1
- Structure (SMILES): C[N@H+]1C[C@@H]1/C=N/Br
- Frontier orbital gap: 10.2 eV



Record 7
Density functional theory data (wB97M-V/def2-TZVPD) for C4H8BrNO as an isolated structure in a non-equilibrium geometry.

Each line ends with the Löwdin charge.
Atoms and positions in Å:
H 0.64 -0.91 1.80  0.099
H 0.27 2.77 1.38  0.121
H -0.43 -1.77 -1.47  0.075
C 0.27 1.30 0.01  -0.533
H -0.91 -0.17 -2.32  0.129
H 0.05 -2.14 0.89  0.102
O 0.98 1.94 -0.76  0.081
C 0.60 -1.15 0.68  -0.115
N -0.13 1.85 1.20  0.163
C -0.08 -0.12 -0.23  -0.415
H 0.64 -0.62 -2.15  0.086
H 1.61 -1.17 0.26  0.097
Br -2.49 -0.61 0.40  0.201
C -0.24 -0.71 -1.55  -0.175
H -0.79 1.49 1.87  0.083

- HOMO level (spin up / spin down): -9.7 / -9.7 eV
- Energy relative to the best compared isomer or geometry (same formula, charge and spin): 117.7 kJ/mol
- Net charge: 0
- Frontier orbital gap (spin up / spin down): 8.4 / 8.4 eV



Record 8
Density functional theory data (wB97M-V/def2-TZVPD) for C4H8CaFO2 as an isolated structure in a non-equilibrium geometry.

Each line ends with the Löwdin spin population.
Atoms and positions in Å:
O -0.17 -0.01 0.20  0.048
H 2.24 -0.25 1.44  0.000
O 2.31 0.58 -0.59  0.001
C -1.55 -0.37 0.09  0.108
F 0.26 3.33 0.21  0.004
Ca 0.76 1.72 -0.70  0.013
H -1.62 -1.33 -0.45  0.006
C 0.78 -1.08 0.16  0.006
C 2.15 -0.43 0.35  0.002
H 3.11 -1.05 0.24  0.001
H -2.69 1.55 0.01  0.038
C -2.36 0.69 -0.57  0.717
H -2.58 0.61 -1.64  0.043
H 0.54 -1.80 0.96  0.001
H -1.88 -0.54 1.13  0.011
H 0.70 -1.59 -0.82  0.000

- Spin multiplicity: 2
- HOMO level (spin up / spin down): -8.8 / -8.8 eV
- Net charge: 0
- Frontier orbital gap (spin up / spin down): 8.8 / 7.4 eV



Record 9
Density functional theory data (wB97M-V/def2-TZVPD) for C4H8CdO3 as an isolated structure in a non-equilibrium geometry.

Each line ends with the Löwdin spin population.
Atoms and positions in Å:
H 0.94 -1.99 0.68  0.031
Cd -0.04 0.69 -0.74  0.036
O 0.42 -1.16 -1.13  0.136
H -3.15 1.73 1.43  0.000
H -0.49 -2.84 -0.29  0.020
O -1.58 1.34 0.26  0.012
H -4.15 -0.13 -0.25  0.000
C -2.79 1.28 0.48  0.002
C 2.56 0.42 0.04  0.257
H 2.46 0.71 1.10  0.021
C -3.82 0.89 -0.50  0.001
H -4.70 1.53 -0.34  0.000
O 1.85 1.08 -0.83  0.099
H 3.55 0.06 -0.26  0.014
C 0.20 -1.96 -0.13  0.371
H -3.47 0.95 -1.53  0.001

- Spin multiplicity: 2
- HOMO level (spin up / spin down): -9.8 / -14.1 eV
- Energy relative to the best compared isomer or geometry (same formula, charge and spin): 138.7 kJ/mol
- Net charge: +1
- Frontier orbital gap (spin up / spin down): 4.8 / 9.6 eV



Record 10
Density functional theory data (wB97M-V/def2-TZVPD) for a 2-piece molecular cluster, C4H8Cl3OP overall in a non-equilibrium geometry.

Each line ends with the Löwdin spin population.
Atoms and positions in Å:
C -0.13 -0.24 -0.14  0.566
H -1.53 -0.15 1.47  0.033
C -0.44 -0.19 1.28  0.090
Cl -2.18 -1.46 -3.09  0.206
Cl 1.51 1.94 -0.71  0.102
H 0.49 -1.83 -1.47  0.016
H -0.72 1.81 -0.50  0.000
C -0.12 1.03 -0.97  0.050
H -0.02 -1.03 1.75  0.002
Cl -3.31 1.04 -1.22  0.192
H 0.75 -2.15 0.25  0.001
H -0.04 0.76 1.79  0.023
C 0.68 -1.39 -0.46  0.088
O -3.56 -1.84 -0.51  0.237
H 1.68 -0.93 -0.51  0.034
P -2.52 -0.98 -0.98  0.356
H -0.35 0.77 -2.01  0.003

- Spin multiplicity: 3
- HOMO level (spin up / spin down): -7.6 / -10.9 eV
- Net charge: 0
- Frontier orbital gap (spin up / spin down): 8.0 / 6.8 eV



Record 11
Density functional theory data (wB97M-V/def2-TZVPD) for C4H8Cl4F8Mg2N4O16S8 as an isolated structure in a non-equilibrium geometry.

Each line ends with the Löwdin charge.
Atoms and positions in Å:
O 1.40 2.76 -0.29  -0.323
O -2.48 -2.96 2.78  -0.207
O -0.13 -3.39 2.08  -0.229
O 1.50 1.19 4.63  -0.224
O -3.78 -2.17 0.31  -0.260
N 1.59 2.66 2.55  -0.341
Cl 1.52 -3.96 -1.11  0.609
Cl -5.85 0.19 -1.12  0.613
H -5.76 1.19 0.90  0.067
H 1.84 -2.51 -3.66  0.063
Cl 2.96 -4.61 -3.92  0.604
H 1.14 -3.75 -4.76  0.069
S -2.38 -2.42 -0.01  0.470
C 1.60 -3.57 -3.79  -0.710
N -1.35 -1.48 0.68  -0.314
O 5.80 0.01 0.82  -0.208
O 0.53 3.29 -2.59  -0.158
F 0.21 -0.99 -2.58  -0.192
S 4.68 0.33 -0.03  0.477
F 5.15 1.76 -0.64  -0.186
N 0.20 0.80 -1.24  -0.285
F -2.22 -1.56 -1.39  -0.224
S 0.47 2.49 -1.38  0.718
Mg 2.79 2.55 1.11  0.826
O -1.96 -3.70 -0.48  -0.220
O 1.52 -0.59 0.94  -0.301
H -4.81 2.50 -1.58  0.070
C -4.68 2.41 -0.50  -0.530
O -0.93 0.86 -3.42  -0.205
S 1.78 2.52 4.12  0.539
O 1.61 0.74 -3.32  -0.209
N 3.56 0.98 0.79  -0.329
O 1.50 3.71 4.91  -0.222
F 2.94 -0.29 2.82  -0.136
H -0.23 -3.60 -2.59  0.051
F -0.91 2.94 -0.69  -0.217
F 3.36 2.67 3.90  -0.182
F -0.73 -1.41 3.08  -0.189
S -1.27 -2.55 2.08  0.619
H 0.48 -5.14 -2.88  0.075
C 0.74 -4.10 -2.67  -0.691
H -4.73 3.40 -0.05  0.085
Cl -3.10 1.47 -0.09  0.627
H -6.86 2.01 -0.07  0.085
O 3.72 -1.83 1.09  -0.163
C -5.84 1.61 -0.11  -0.704
O 4.25 -0.35 -1.22  -0.201
O -0.88 2.53 3.83  -0.183
S 2.97 -0.58 1.23  0.755
F -0.50 3.81 1.82  -0.180
O -0.44 1.32 1.62  -0.340
Mg -0.20 -0.19 0.23  0.441
S -0.11 2.38 2.59  0.754
S 0.30 0.63 -2.72  0.445

- HOMO level: -10.4 eV
- Energy relative to the best compared isomer or geometry (same formula, charge and spin): 0.0 kJ/mol
- Net charge: 0
- Frontier orbital gap: 7.6 eV



Record 12
Density functional theory data (wB97M-V/def2-TZVPD) for one molecule with the formula C4H8ClF in a non-equilibrium geometry.

Each line ends with the Löwdin charge.
Atoms and positions in Å:
C 0.13 1.61 -0.06  -0.422
C 0.87 -1.34 0.30  -0.027
H -0.05 2.69 0.03  0.073
H -0.39 -0.77 -1.38  0.112
H -1.83 0.63 -0.18  0.131
Cl 0.37 1.49 -1.98  0.456
H 0.79 -1.80 1.31  0.106
F -1.50 -1.58 0.21  -0.029
H 1.13 1.32 0.38  0.084
C -0.82 0.57 0.26  -0.285
C -0.44 -0.82 -0.24  -0.450
H -0.93 0.55 1.35  0.133
H 1.47 -0.46 0.35  0.045
H 1.21 -2.11 -0.36  0.074

- HOMO level: -10.7 eV
- Energy relative to the best compared isomer or geometry (same formula, charge and spin): 80.2 kJ/mol
- Net charge: 0
- Structure (SMILES): C[C@@H](F)CCCl
- Frontier orbital gap: 11.6 eV



Record 13
Density functional theory data (wB97M-V/def2-TZVPD) for C4H8ClLiO8S2 as an isolated structure in a non-equilibrium geometry.

Each line ends with the Löwdin charge.
Atoms and positions in Å:
H 0.01 -2.76 0.62  0.126
Cl 0.88 0.01 1.61  0.108
C -0.94 -2.25 0.79  -0.233
O -2.38 -0.85 -0.48  -0.214
O 3.04 0.15 -0.08  -0.332
O 1.26 0.94 -1.78  -0.167
O -3.65 -1.48 1.60  -0.262
O 2.70 2.60 -0.81  -0.161
H -0.85 -0.05 0.45  -0.005
O -2.08 -3.04 0.42  -0.203
H -0.38 -1.00 -0.98  0.130
O 3.77 0.87 -2.32  -0.212
H -0.97 -1.99 1.85  0.077
C -1.01 -0.98 -0.09  -0.283
C 0.51 1.66 -0.94  -0.298
C 1.45 2.74 -0.30  -0.243
H 1.52 2.56 0.78  0.090
H 1.00 3.73 -0.36  0.132
H 0.14 1.00 -0.16  -0.021
O -4.41 -2.42 -0.70  -0.260
S -3.34 -1.99 0.26  0.770
Li 1.16 -0.67 3.33  0.586
H -0.28 2.22 -1.44  0.143
S 2.85 1.01 -1.26  0.731

- HOMO level: -10.1 eV
- Net charge: 0
- Frontier orbital gap: 8.9 eV



Record 14
Density functional theory data (wB97M-V/def2-TZVPD) for a 2-piece molecular cluster, C4H8ClN2O overall in a non-equilibrium geometry.

Each line ends with the Löwdin charge.
Atoms and positions in Å:
H -3.03 0.53 0.71  0.125
N -1.50 1.49 -0.52  0.061
Cl 3.54 0.83 0.37  0.601
H -0.82 -0.84 1.41  0.151
C -2.28 0.31 -0.05  -0.067
H 0.92 -0.47 0.09  0.040
O 3.77 -1.60 -0.09  -0.032
H -1.33 -1.72 0.02  0.110
H -1.79 2.42 -0.30  0.155
H 0.42 2.05 -0.65  0.178
C 2.83 -0.80 0.30  -0.504
H -2.73 -0.07 -1.05  0.159
N 0.01 -0.05 -0.11  0.061
C -1.16 -0.73 0.34  -0.095
C -0.21 1.15 -0.52  -0.087
H 3.35 -2.49 0.05  0.144

- HOMO level: -13.8 eV
- Energy relative to the best compared isomer or geometry (same formula, charge and spin): 157.9 kJ/mol
- Net charge: +1
- Frontier orbital gap: 10.3 eV



Record-wise molar mass values, in Da: 81.119; 265.376; 344.046; 185.472; 265.536; 164.026; 166.018; 147.182; 216.517; 209.440; 967.062; 110.559; 290.628; 135.574